Record 1
96
Properties=species:S:1:pos:R:3:forces:R:3 method="wB97M-V/def2-TZVPD" largest_force_ha_per_bohr=0.27747 energy_ev=-52717.9338 orbital_gap_ha=0.280
C 8.37314 20.35966 -5.82336 -1.76 0.79 -0.37
C 9.74616 20.96400 -5.78221 -0.07 1.61 -0.03
O 10.28757 21.59802 -6.72978 -12.26 2.23 6.95
C 10.49703 20.75384 -4.46835 -0.40 0.93 -0.05
H 7.68282 21.12908 -6.16911 -0.12 0.17 0.03
H 7.96259 19.98895 -4.88413 0.50 0.30 0.45
H 8.22227 19.50559 -6.48358 -0.06 0.75 -0.15
H 11.39135 21.37228 -4.39208 -0.14 -1.05 0.50
H 10.72230 19.71058 -4.24709 -0.41 0.59 0.09
H 9.83328 21.17635 -3.71400 -0.10 -0.33 0.32
C 9.25694 16.56447 -6.02075 -1.28 -0.55 0.25
C 10.12525 17.73384 -6.03455 -0.41 1.99 0.06
O 9.80909 18.72793 -6.68404 1.78 -2.17 0.19
C 11.28408 17.75575 -5.08945 -0.30 0.26 0.28
H 8.28481 16.85199 -6.42126 0.19 -0.22 -0.60
H 9.01115 16.33261 -4.98444 0.45 -0.48 0.15
H 9.70053 15.71589 -6.54155 -0.16 -0.11 0.13
H 10.94402 17.88500 -4.06195 0.10 -1.31 0.17
H 11.83010 18.68384 -5.25864 -4.32 -4.64 4.48
H 12.01441 17.01166 -5.40735 -0.29 -0.50 1.08
C 13.85990 22.02634 -8.00507 1.70 4.44 -0.69
C 14.59288 23.40753 -7.57425 0.48 -2.23 -0.30
O 15.70981 23.36869 -7.02344 -2.12 0.75 -1.71
C 13.78525 24.65333 -7.83485 2.32 0.81 -0.40
H 13.87529 21.90498 -9.08818 0.43 0.51 -0.08
H 12.80713 22.14903 -7.75068 2.17 0.61 -0.70
H 14.25309 21.10524 -7.57487 -0.14 4.02 -1.73
H 13.13298 24.60529 -8.70683 0.12 -0.21 -0.01
H 14.45713 25.50778 -7.91600 0.34 -0.02 -0.43
H 13.16848 24.94852 -6.98600 1.18 -0.59 -0.38
C 15.03315 20.61605 -6.02684 0.77 0.43 0.55
C 14.27825 21.77522 -5.38951 0.78 -1.06 0.81
O 13.07470 21.88988 -5.45955 3.74 -2.09 1.04
C 15.07924 22.64255 -4.51711 0.77 0.26 0.68
H 14.52240 20.29372 -6.93422 1.96 -1.14 2.37
H 15.01829 19.77142 -5.33801 0.47 0.64 0.34
H 16.04206 20.91392 -6.31228 0.06 -0.01 0.31
H 15.83835 23.09566 -5.15472 0.01 0.08 0.51
H 15.59633 21.98016 -3.82288 0.14 -0.03 0.20
H 14.52613 23.39320 -3.95260 -0.19 -0.10 -0.25
C 13.06244 19.97842 -10.34729 -0.83 2.30 -9.36
C 13.65665 20.23934 -11.73311 -1.52 -3.88 -0.20
O 14.04013 19.27008 -12.42875 0.14 1.44 0.75
N 13.75667 21.48924 -12.15758 1.02 1.15 -1.02
C 14.51601 21.81503 -13.35385 0.47 0.92 -0.46
H 13.87055 19.79035 -9.64041 0.97 0.30 -6.34
H 12.32457 19.17667 -10.37592 0.31 0.04 -0.11
H 12.60717 20.92838 -10.06726 -0.14 -0.20 0.23
H 13.27047 22.25353 -11.71086 0.21 -0.33 0.08
H 15.19390 22.63728 -13.12479 -0.39 0.57 -0.06
H 13.86085 22.05876 -14.19019 -0.04 0.25 0.03
H 15.24141 21.11644 -13.77079 -0.62 -0.94 0.77
C 11.66656 20.89056 -7.51775 4.07 -4.13 -3.63
C 12.79953 19.86512 -7.56966 -3.40 4.13 3.12
O 13.52609 19.75473 -8.56202 0.90 3.64 12.77
N 12.93467 19.14921 -6.45924 2.07 0.16 -1.33
C 13.99064 18.14658 -6.20054 -1.25 2.35 1.03
H 11.87080 21.70700 -6.82506 1.39 -2.38 -1.44
H 10.72551 20.39209 -7.28529 2.29 -2.40 -2.07
H 11.50295 21.30933 -8.51070 0.03 -0.28 0.04
H 12.24204 19.17254 -5.72452 2.98 4.42 -4.03
H 14.18990 18.04266 -5.13396 -0.30 0.96 0.16
H 14.93690 18.39521 -6.68103 -1.24 0.59 0.14
H 13.69453 17.13286 -6.47031 -0.88 3.08 0.31
C 15.20401 17.90139 -9.70184 0.13 0.75 -0.48
C 13.84422 17.34171 -9.53196 -0.47 2.14 -0.91
O 13.42035 16.59938 -10.35551 -0.84 -3.27 -2.48
N 13.09880 17.73721 -8.53600 -3.18 -4.92 0.81
C 11.77408 17.19171 -8.30290 0.41 0.43 -0.74
H 15.25085 18.89920 -9.26565 0.80 -0.45 -0.06
H 15.17116 17.95337 -10.79011 1.14 0.19 -0.05
H 15.91611 17.22015 -9.23608 0.38 0.41 -0.80
H 13.25087 18.65233 -8.13659 1.18 -4.96 -1.40
H 11.77230 16.65610 -7.35358 -0.25 0.14 0.25
H 11.37302 16.48458 -9.02900 0.53 0.16 -0.40
H 11.10481 18.05141 -8.26961 -0.22 -0.39 0.07
N 11.42879 23.22104 -5.48504 -1.71 3.07 0.46
C 11.62553 23.92140 -6.61275 -1.62 1.07 0.49
C 11.58868 25.27996 -6.29632 -1.10 -0.55 0.30
C 11.38317 25.35584 -4.90506 -0.29 1.19 -0.52
C 11.29022 24.08664 -4.42347 0.23 -0.99 0.12
H 11.61562 22.22851 -5.47617 -1.04 1.99 0.52
H 11.80556 23.44575 -7.56551 -0.46 0.30 0.41
H 11.72580 26.11045 -6.97299 -0.20 -0.06 0.07
H 11.23992 26.29631 -4.39380 0.14 -0.22 0.32
H 11.24647 23.75523 -3.39651 -0.16 -0.17 -0.14
N 13.94958 15.69401 -6.64112 1.66 -3.46 0.23
C 14.52696 15.65542 -5.35286 0.16 -0.90 -0.66
C 15.75158 16.26036 -5.44040 -0.33 -0.70 0.26
C 15.93001 16.69684 -6.77439 0.65 -1.64 -0.99
C 14.85560 16.26483 -7.51140 1.34 -2.88 0.11
H 13.11260 15.23081 -6.96518 0.34 -0.17 0.26
H 14.05634 15.17663 -4.50689 -0.12 0.05 -0.20
H 16.48504 16.30757 -4.64907 -0.19 0.27 0.07
H 16.78076 17.24588 -7.15014 -0.03 -0.09 -0.06
H 14.61187 16.29324 -8.56316 0.97 -1.44 1.70

Record 2
110
Properties=species:S:1:pos:R:3:forces:R:3 method="wB97M-V/def2-TZVPD" largest_force_ha_per_bohr=0.04467 charge=+1 energy_ev=-1052398.2494 orbital_gap_ha=0.294
C -3.22272 3.26381 0.21344 -0.41 0.44 0.01
C -2.19753 2.70791 0.38704 -0.07 -0.15 -0.64
N -1.10262 1.95275 0.26611 1.37 0.94 0.91
P 0.46760 2.70457 0.56679 1.77 -1.38 0.23
P 0.05443 3.83981 2.38521 -1.02 -0.36 -0.66
O -1.19932 3.39622 2.93338 -1.77 -0.75 0.40
O 0.12194 5.36575 2.03478 0.65 0.58 0.01
O 1.23004 3.53304 3.35105 1.16 0.26 0.13
C -1.18730 0.68017 -0.06192 -0.19 -0.25 0.43
N -2.35157 0.07149 -0.28675 -0.91 -0.54 0.51
C -3.24098 0.03202 0.89844 -0.72 0.40 0.16
C -4.64990 -0.28672 0.50414 0.53 -0.06 -0.46
N -5.20866 0.81453 -0.27494 -0.04 -0.55 0.21
C -6.56355 1.16604 0.15535 0.15 0.88 -0.09
C -6.59720 1.64002 1.58218 -0.10 -1.00 -0.17
C -5.25118 0.45957 -1.67249 0.24 0.96 0.11
C -4.65965 1.47446 -2.57145 -0.07 -0.08 0.51
O -5.74848 -0.54060 -2.06776 -0.48 -1.58 -0.32
C -2.02297 -1.25955 -0.81204 0.69 -0.38 0.40
C -0.60813 -1.01803 -1.27110 -0.58 -0.42 -1.15
C 0.25337 -2.16574 -1.71468 -0.54 0.35 0.36
N -0.12419 -0.12595 -0.23194 2.16 0.28 -0.72
C 0.44593 -0.73583 0.99929 -0.43 0.56 0.30
C 1.88900 -0.44551 1.25124 0.42 -0.37 -0.20
C 2.80320 -0.73776 0.10478 -0.04 -0.36 -0.14
I 2.51773 -1.54584 2.97585 -0.07 0.00 0.14
H -4.11952 3.75520 0.06537 -1.16 0.68 -0.03
H 0.63863 3.60857 -0.49238 -0.69 0.37 0.02
H 0.00007 5.46737 1.09163 -0.16 0.62 -0.44
H 1.23309 4.22925 4.01978 0.45 0.00 0.50
H -3.25856 0.96442 1.42286 0.25 0.64 0.13
H -2.84993 -0.69948 1.58611 0.24 -0.57 0.23
H -4.60322 -1.19069 -0.07447 -0.41 -0.65 -0.38
H -5.21341 -0.51957 1.38370 -0.44 0.06 0.55
H -6.87703 1.98894 -0.46026 -0.15 0.46 -0.60
H -7.28917 0.38517 -0.00924 -0.19 -0.62 -0.09
H -5.66950 2.06859 1.90223 0.47 0.55 0.12
H -6.78845 0.79612 2.21154 -0.01 -0.47 0.69
H -7.42228 2.29180 1.73712 -0.51 0.76 0.13
H -3.70759 1.74346 -2.16456 0.72 0.25 0.04
H -4.60701 1.11201 -3.57148 0.02 -0.12 -0.73
H -5.28187 2.34290 -2.49132 -0.37 0.73 -0.18
H -2.67959 -1.56647 -1.58790 -0.62 -0.15 -0.70
H -1.97923 -2.02692 -0.05150 -0.53 -0.15 0.65
H -0.75488 -0.45801 -2.17949 0.25 0.89 -0.33
H 0.86684 -2.56487 -0.93925 0.49 -0.42 0.41
H 0.82583 -1.83874 -2.55238 0.84 0.10 -0.39
H -0.38919 -2.92943 -2.09608 -0.41 -0.73 -0.15
H -0.12958 -0.36965 1.82965 -0.34 0.16 0.62
H 0.29152 -1.79272 0.98770 -0.24 -0.80 -0.27
H 2.05021 0.56615 1.51365 -0.15 0.99 0.50
H 3.63632 -0.08759 0.18560 0.86 0.39 -0.07
H 3.16374 -1.74785 0.12478 0.18 -0.63 -0.11
H 2.34498 -0.56110 -0.85049 -0.45 0.22 -0.48
Br 0.03825 -5.71736 5.52566 0.02 -0.02 0.01
C 0.56241 -4.66075 7.07282 -0.20 -0.01 -0.15
C 1.56758 -3.60491 6.70640 0.25 -0.01 0.15
Br 3.34242 -4.35691 6.44083 -0.05 0.05 -0.11
H 0.93251 -5.35556 7.81735 0.07 -0.01 0.03
H -0.35568 -4.20265 7.43046 -0.02 0.05 0.01
H 1.67798 -2.88911 7.51672 -0.04 0.00 0.05
H 1.30776 -3.08070 5.79352 -0.07 0.00 -0.04
Br -4.95676 0.52496 4.82437 0.02 0.05 -0.02
C -5.98569 1.35923 6.25404 0.03 -0.18 -0.01
C -7.46098 1.37790 5.95780 -0.07 0.24 -0.03
Br -7.93200 2.74942 4.65812 0.03 -0.07 0.10
H -5.57404 2.35145 6.39523 -0.01 0.06 -0.02
H -5.78541 0.75412 7.13378 -0.03 -0.03 0.03
H -8.01781 1.63462 6.85471 0.02 -0.01 0.06
H -7.82362 0.43561 5.56462 0.03 -0.07 -0.01
Br 2.54881 -4.44060 -3.15885 0.08 -0.10 -0.02
C 4.33458 -3.67866 -3.30132 -0.13 -0.06 0.23
C 4.29258 -2.18142 -3.14034 0.15 -0.02 -0.41
Br 3.55822 -1.37178 -4.75379 -0.08 0.18 0.12
H 4.72034 -3.97807 -4.26849 0.03 0.02 -0.05
H 4.92496 -4.14398 -2.51667 -0.01 0.02 0.07
H 5.29406 -1.77567 -3.02090 0.04 -0.02 -0.04
H 3.67346 -1.85847 -2.31410 -0.06 -0.05 0.09
Br 6.04906 0.49690 0.96204 0.16 -0.05 0.04
C 6.02553 2.38461 0.51173 0.11 -0.18 -0.01
C 5.92276 3.23145 1.74806 -0.25 0.14 0.01
Br 4.10941 3.20182 2.47117 0.15 -0.04 -0.06
H 5.19450 2.53833 -0.16861 -0.03 0.05 -0.01
H 6.95728 2.56950 -0.01236 0.09 0.07 0.01
H 6.12657 4.27142 1.51613 0.01 0.09 -0.04
H 6.58188 2.90062 2.54207 0.03 -0.05 0.02
Br 4.36220 2.98934 -7.55686 0.10 -0.09 0.15
C 4.48303 1.16664 -8.22901 0.01 0.36 -0.01
C 3.33893 0.89200 -9.16112 -0.15 -0.34 -0.11
Br 1.65751 0.57637 -8.23016 0.08 0.07 0.06
H 4.52108 0.49872 -7.37624 -0.07 -0.04 0.05
H 5.42659 1.11975 -8.76614 0.00 -0.03 -0.06
H 3.50972 -0.01496 -9.73475 0.07 -0.03 0.00
H 3.16886 1.72110 -9.83754 -0.03 0.03 -0.04
Br -0.45439 -12.41406 4.09060 -0.06 0.02 -0.02
C -0.33470 -10.52862 3.63353 0.17 -0.22 0.04
C -0.36441 -9.65408 4.85683 -0.20 0.17 -0.03
Br -2.15775 -9.50662 5.59438 0.04 -0.03 0.03
H -1.14909 -10.31885 2.94998 -0.05 0.05 0.00
H 0.61367 -10.41921 3.11408 0.04 0.05 0.01
H -0.07367 -8.63797 4.60415 0.04 0.02 -0.03
H 0.27220 -10.02337 5.65196 0.05 -0.06 0.01
Br 3.67290 7.02961 -9.24972 -0.05 0.00 0.06
C 4.79135 8.07513 -8.05288 -0.02 -0.06 -0.27
C 5.84156 7.22408 -7.39490 0.00 0.02 0.26
Br 5.08512 6.12277 -5.97812 0.02 0.03 -0.01
H 4.12972 8.55128 -7.33892 0.00 0.01 0.07
H 5.25679 8.83226 -8.67786 0.05 0.02 0.00
H 6.58804 7.84661 -6.90901 0.00 0.05 0.01
H 6.32959 6.54782 -8.08690 -0.02 -0.03 -0.07

Record 3
92
Properties=species:S:1:pos:R:3:forces:R:3 method="wB97M-V/def2-TZVPD" largest_force_ha_per_bohr=0.18262 energy_ev=-65231.3226 orbital_gap_ha=0.369
C 5.57009 0.06289 2.01407 -0.69 -0.25 -0.60
C 5.89920 -0.12564 0.39201 1.21 -0.66 0.97
C 6.67451 -1.59741 0.27039 -1.26 0.34 0.70
C 5.51281 -2.73364 0.55977 0.53 -0.13 -1.79
C 5.64989 -3.94408 -0.57093 -0.58 0.33 0.87
C 4.11283 -4.51726 -0.79886 1.11 -0.82 -0.76
C 3.55077 -4.00220 -2.25630 -0.70 0.62 -0.06
C 2.20997 -3.05153 -2.11211 -0.22 -0.31 -1.17
C 1.17963 -3.49467 -3.33311 0.45 0.31 0.43
C -0.24103 -2.67138 -3.31956 -0.08 -0.92 -0.76
C -1.45748 -3.71375 -2.86518 -0.64 0.91 -0.29
C -2.60028 -2.92588 -1.94865 1.17 -0.01 -0.38
C -1.93283 -2.57106 -0.46171 -0.91 -0.86 -0.20
C -2.98395 -1.69284 0.49836 1.07 -0.32 -0.83
C -2.12012 -0.41923 1.15507 0.58 -1.51 -0.41
C -3.05230 0.79585 1.71989 0.08 -0.77 0.90
C -3.97329 0.17445 2.93641 -0.85 -1.00 -0.28
C -3.17412 -0.62269 4.11208 0.14 0.30 1.55
C -3.68062 -2.19065 4.34623 -0.94 0.71 0.24
Cl -2.32188 -3.14798 5.24648 -1.34 0.87 -1.11
O -4.06036 1.10036 0.64884 2.41 0.83 -0.97
S -3.34932 1.65803 -0.77574 -5.11 -0.01 -7.88
O -4.38809 2.64059 -1.44539 3.69 -2.99 3.68
O -3.11250 0.54269 -1.86747 0.12 3.06 5.02
C -1.76401 2.63228 -0.59171 3.71 1.85 0.99
O -1.85936 4.05765 -0.95613 0.00 -3.14 -1.05
C -1.78501 4.27376 -2.40679 -0.32 1.52 -1.99
C -0.73039 5.52424 -2.70028 -0.51 -1.33 1.34
C 0.78831 4.95284 -2.36434 0.13 0.15 -0.58
C 1.72323 4.91834 -3.72382 0.13 -0.06 0.95
C -1.12202 2.56554 0.91459 0.14 -1.36 0.30
C -2.28097 2.19746 2.06763 2.32 1.87 0.67
C -1.37625 2.14004 3.47442 0.12 -0.99 -0.78
C -3.23300 3.52953 2.16298 -2.02 0.72 0.08
C -4.15445 3.65164 3.51326 -0.68 1.20 -0.20
F -2.45997 4.82946 2.11823 -0.93 -3.04 0.15
H 4.70315 -0.69831 2.31430 1.99 1.55 -0.62
H 6.53606 -0.20545 2.62392 -1.95 0.71 -1.10
H 5.15471 1.13126 2.27894 1.06 -2.05 -0.53
H 6.64311 0.70045 -0.01209 -1.74 -1.49 0.93
H 4.91199 -0.15345 -0.23818 1.96 0.14 1.15
H 7.13544 -1.70251 -0.80259 -0.86 0.03 2.15
H 7.49574 -1.72041 1.10801 -1.43 0.56 -1.88
H 5.55465 -3.20146 1.63223 -0.17 1.10 -2.03
H 4.46492 -2.20787 0.34020 2.18 -1.24 0.74
H 6.37521 -4.79679 -0.20038 -1.47 1.74 -0.65
H 6.11966 -3.50067 -1.56671 -1.21 -0.98 2.07
H 4.20892 -5.70425 -0.80334 -0.53 2.52 0.01
H 3.39909 -4.19311 0.09747 1.61 -0.69 -2.03
H 4.35091 -3.35594 -2.84286 -1.46 -1.51 1.33
H 3.24561 -4.89536 -2.96532 0.75 1.66 1.58
H 2.47119 -1.90648 -2.31968 -0.53 -2.44 0.82
H 1.70608 -3.20499 -1.05344 0.95 0.45 -2.20
H 0.98555 -4.65955 -3.23195 0.31 2.43 -0.27
H 1.75647 -3.32109 -4.35332 -1.18 -0.36 2.10
H -0.44125 -2.31648 -4.43523 0.23 -0.68 2.43
H -0.22231 -1.70455 -2.65878 0.11 -1.94 -1.11
H -1.03644 -4.67319 -2.32756 -0.79 2.01 -0.95
H -1.98538 -4.04368 -3.85724 1.00 0.37 1.91
H -2.88538 -1.96195 -2.56361 0.55 -1.73 1.53
H -3.56626 -3.57975 -1.85668 1.86 1.17 0.06
H -0.88960 -2.05741 -0.58816 -2.04 -0.81 0.18
H -1.73993 -3.61929 0.05520 -0.27 2.15 -1.00
H -3.36818 -2.44906 1.30330 0.54 1.75 -1.39
H -3.83854 -1.34607 -0.22041 1.56 -0.47 1.68
H -1.36738 -0.12196 0.28994 -1.75 -0.18 1.80
H -1.42652 -0.93559 1.97816 -1.56 1.50 -1.55
H -4.69675 0.93691 3.44809 1.60 -1.18 -1.27
H -4.68837 -0.62991 2.41748 1.56 1.84 0.90
H -3.44082 -0.06989 5.13666 0.69 -1.21 -2.18
H -1.98514 -0.54400 4.04454 -2.78 -0.47 -0.08
H -4.01753 -2.72697 3.36302 1.13 0.91 1.86
H -4.61587 -2.25267 5.08526 2.19 0.35 -1.66
H -0.96735 2.10709 -1.30955 -2.26 0.84 1.26
H -1.39485 3.36677 -3.03283 -0.72 1.29 1.52
H -2.86002 4.54541 -2.83433 2.21 -0.65 1.12
H -0.86537 5.85169 -3.82251 0.36 -0.53 2.33
H -1.03047 6.36950 -1.92371 0.69 -1.58 -1.93
H 0.72336 3.84329 -1.94019 0.09 2.44 -0.75
H 1.31216 5.63466 -1.56180 -1.08 -1.41 -1.57
H 1.55851 5.91734 -4.31168 0.30 -2.08 0.89
H 1.48237 3.94547 -4.35939 0.49 2.30 1.17
H 2.85039 4.88874 -3.37686 -2.22 -0.07 -0.89
H -0.31639 1.68360 0.89083 -1.90 1.80 0.15
H -0.48116 3.52020 1.21554 -1.94 -1.82 -0.93
H -0.61792 1.23583 3.29533 -1.49 2.03 0.65
H -2.02714 1.90202 4.41837 1.32 0.53 -1.87
H -0.76110 3.14322 3.61841 -1.49 -2.15 -0.37
H -3.99223 3.63017 1.24605 1.93 -0.31 1.86
H -4.48385 4.79781 3.58092 0.79 -2.50 -0.24
H -5.18637 3.05927 3.41504 2.51 1.07 0.18
H -3.60706 3.42360 4.52050 -1.00 0.19 -2.07